Record 1
Here is a molecular structure, C41H56LaN6S from the Open Molecules 2025 dataset. Energies are from the ωB97M-V functional and the def2-TZVPD basis.

The geometry in XYZ format:
```
105
Properties=species:S:1:pos:R:3:forces:R:3
La 0.900313 0.454736 -0.233846 1.788 -0.008 -0.002
S 3.829019 0.251862 -0.210309 0.203 -0.059 -0.068
N 3.685174 -1.485196 1.810650 -0.027 0.013 0.011
N -0.062201 2.613796 -0.224062 -0.284 -0.723 0.029
N 0.005116 0.452810 1.990949 -0.385 -0.026 -0.619
N -0.108028 -1.707864 -0.219652 -0.285 0.727 0.048
N -0.093629 0.450262 -2.409886 -0.322 -0.026 0.580
N 3.930938 -2.419381 -0.284490 0.032 0.033 -0.002
C -0.135715 4.781717 -0.907639 0.006 -0.041 -0.139
C -0.295028 1.575122 2.687671 -0.129 0.168 -0.078
C -0.931857 -0.186579 3.966407 0.095 0.123 0.042
C -0.941487 -0.213227 -4.421381 0.082 0.047 0.013
C 1.197584 6.271567 -2.430256 0.155 0.028 -0.068
C -2.779332 2.668560 -5.172948 -0.137 0.034 0.045
C -2.749836 2.660876 4.725309 -0.134 0.036 -0.031
C -0.168783 5.957969 -1.829142 -0.216 0.049 0.041
C -0.706247 -5.007339 1.379571 0.169 -0.013 0.053
C -0.455520 -3.843706 -0.897973 0.004 0.005 -0.020
C -0.859942 1.184589 3.962278 0.093 -0.161 0.063
C 3.756737 -2.345844 -1.731468 -0.088 0.031 0.032
C 3.812210 -1.322702 0.485195 -0.100 0.040 -0.015
C -1.473167 -1.116005 -5.487319 0.166 -0.026 -0.083
C -2.192037 -5.192291 1.676372 -0.142 0.001 -0.008
C -1.400543 2.090291 -5.476087 0.234 -0.048 -0.094
C -0.268548 -2.474051 -1.328465 -0.088 0.027 -0.070
C -0.401097 -0.645795 2.698805 -0.044 0.056 -0.097
C -0.122990 3.383755 -1.339235 -0.158 0.062 0.005
C -0.101016 4.786729 0.453119 -0.016 -0.006 0.120
C 0.708886 -5.447523 -2.435805 0.141 -0.013 -0.033
C -0.389837 1.564280 -3.119664 -0.131 0.082 0.029
C -1.594033 6.279494 1.805454 -0.148 0.024 0.017
C -0.614931 -5.017191 -1.809398 -0.171 -0.041 -0.012
C -0.416497 -1.958915 2.207067 -0.022 -0.153 -0.018
C -0.193164 2.906086 2.199510 -0.020 0.017 0.024
C -0.453719 -3.841710 0.474472 0.012 -0.045 0.011
C -1.352963 2.123753 5.017441 0.223 -0.027 0.118
C -0.339965 -1.648209 5.913160 0.202 -0.065 0.113
C -0.289555 2.892663 -2.643371 -0.009 -0.010 -0.036
C 4.669513 -3.597545 0.171621 -0.013 0.034 0.006
C -0.439261 -0.659721 -3.128777 -0.103 0.119 0.033
C -0.914920 1.154880 -4.414249 0.092 -0.073 -0.026
C -0.165906 5.972160 1.361817 0.187 0.029 0.015
C -0.420648 -1.970362 -2.646149 -0.014 -0.105 0.077
C -1.457443 -1.063651 5.057151 -0.204 -0.001 -0.088
C 3.813372 -0.362672 2.735918 -0.058 -0.010 -0.041
C -0.265998 -2.471324 0.898992 -0.122 0.102 0.034
C -2.937655 -1.484985 -5.262632 -0.144 -0.041 0.011
C -0.075151 3.393276 0.893639 -0.153 -0.047 -0.034
C 3.088737 -2.681914 2.401940 -0.056 0.019 -0.036
H -3.073192 3.359008 5.496088 0.003 0.013 0.037
H 0.265024 -0.857073 6.359476 -0.035 0.024 -0.001
H -0.453917 3.653382 -3.397374 0.021 0.018 -0.001
H -1.626665 7.140440 2.472129 0.026 0.015 0.009
H 1.134512 -4.645879 -3.042324 -0.016 0.023 -0.010
H 3.578295 -3.357840 -2.090267 0.026 -0.004 -0.032
H -0.672483 2.896565 -5.607054 -0.046 0.037 0.048
H -3.569255 -0.596325 -5.262059 0.017 0.023 -0.002
H -2.058667 -1.868190 4.623863 0.050 -0.010 0.004
H -2.149929 -0.492276 5.677803 0.057 0.016 0.039
H 1.144455 7.120185 -3.111601 -0.031 0.013 -0.002
H 2.317733 -2.351359 3.099250 0.011 -0.047 0.017
H -3.475235 1.848095 4.678749 -0.006 -0.021 -0.001
H -2.037647 5.430868 2.328416 0.018 -0.023 0.018
H -3.106289 3.350086 -5.957024 0.024 0.004 -0.047
H -3.075045 -1.982292 -4.301327 0.019 0.001 0.018
H -2.364607 -6.035024 2.343986 0.020 -0.028 0.029
H 5.170237 -3.381707 1.111402 0.017 -0.043 -0.040
H -2.752100 -5.369033 0.757552 0.015 -0.012 -0.025
H -3.520092 1.873279 -5.087465 -0.013 -0.009 0.000
H -1.352035 -0.637383 -6.461249 -0.055 0.020 0.020
H -0.332247 3.672938 2.953019 0.016 -0.003 0.020
H -2.781247 3.179736 3.766481 0.022 0.002 -0.028
H -0.893169 5.772181 -2.627671 0.037 -0.023 -0.013
H 1.588868 5.419457 -2.988290 -0.016 -0.023 0.003
H -2.612262 -4.298447 2.139046 0.009 0.020 0.026
H -0.693055 -2.708989 2.941173 0.008 0.004 0.012
H 3.826473 -3.278210 2.939115 -0.020 -0.031 0.012
H -0.154699 -4.875263 2.315218 -0.033 0.023 -0.003
H 0.471115 5.802330 2.234345 -0.049 -0.033 0.001
H -1.334374 -4.774183 -2.596742 0.033 0.015 -0.021
H -3.302855 -2.153440 -6.042140 0.031 -0.005 -0.022
H 4.018429 -4.463156 0.293668 0.010 -0.027 -0.001
H -0.299088 -5.916007 0.930149 -0.043 0.006 -0.037
H 5.424961 -3.828412 -0.578957 0.027 -0.025 0.024
H -0.551966 6.827057 -1.290363 0.059 0.002 0.004
H 4.639577 -1.925764 -2.216663 -0.017 -0.017 -0.029
H 4.559233 0.339229 2.377326 -0.010 -0.001 0.035
H -2.781796 3.217345 -4.230685 0.018 -0.002 0.027
H -1.342298 1.611209 5.981791 -0.057 0.001 -0.011
H 4.115053 -0.764314 3.701446 0.025 0.030 0.017
H -1.418484 1.563151 -6.431739 -0.063 -0.009 0.006
H 0.332630 -2.266085 5.313794 -0.018 -0.006 -0.029
H -0.728074 -2.268867 6.720192 -0.056 -0.002 -0.008
H -1.059918 -5.851744 -1.263898 0.061 0.009 0.035
H -0.646209 2.951406 5.127928 -0.037 0.024 -0.054
H 1.439868 -5.696210 -1.664111 -0.013 -0.017 0.038
H 1.922046 6.512581 -1.651284 -0.016 -0.006 0.028
H 2.854723 0.153641 2.851494 0.036 0.013 0.029
H 2.611373 -3.279772 1.629008 -0.006 -0.010 0.058
H -0.864397 -2.023840 -5.532716 -0.032 0.003 0.028
H 0.264462 6.838408 0.855044 -0.058 0.004 -0.014
H -2.230383 6.492451 0.945480 0.021 0.014 -0.018
H 0.586570 -6.321755 -3.073138 -0.036 -0.023 -0.027
H -0.671622 -2.725221 -3.382665 0.014 -0.016 -0.010
H 2.890699 -1.736503 -1.985890 0.067 -0.036 -0.005
```
Forces are in eV/Å.

Results
- DFT total energy (Ha) = -2354.19465
- HOMO (alpha / beta) (eV) = -9.288 / -9.287
- charge = +1
- Kohn-Sham gap (alpha / beta) (eV) = 5.81 / 5.81

Mulliken population analysis, charges in e, atoms 1 to 5: La 0.9473; S -0.3282; N 0.1504; N -0.9290; N -0.6857


Record 2
Here is a gas-phase ion, C3H7N3 (charge +2) from the Open Molecules 2025 dataset. Energies are from the ωB97M-V functional and the def2-TZVPD basis.

The geometry in XYZ format:
```
13
Properties=species:S:1:pos:R:3:forces:R:3
N -1.772010 0.925498 0.110649 2.294 13.059 3.423
N 0.102572 0.380120 1.285494 2.068 -1.493 0.322
N 0.811143 -1.025412 -2.143615 -0.132 0.261 3.938
C 0.664733 -0.523535 0.409771 0.428 -3.559 0.016
C 0.647079 -0.864072 -0.854215 -1.721 -0.003 -2.150
C -0.842579 1.179237 1.037527 -5.143 4.070 -2.272
H -1.890035 0.089363 -0.036567 -2.298 -11.045 -3.022
H 0.421214 0.434623 2.231335 1.156 -0.204 0.575
H -2.446442 1.723640 -0.123337 0.981 -2.037 0.290
H 1.537821 -0.348166 -2.254105 1.201 0.177 -2.303
H 0.441994 -1.693699 -2.890553 0.269 0.985 1.424
H -0.952233 2.173678 1.538923 0.411 -1.077 0.057
H 1.073347 -1.427354 0.940821 0.488 0.865 -0.298
```
Forces are in eV/Å.

Results
- relative energy (zero: lowest compared OMol25 entry of this formula, charge and spin) (kJ/mol) = 282.9
- DFT total energy (Ha) = -281.97962
- HOMO (eV) = -20.054
- charge = +2
- Kohn-Sham gap (eV) = 10.07

natural (NBO) population analysis, charges in e, atoms 1 to 5: N -0.6394; N -0.5250; N -0.6096; C -0.1082; C 0.4829


Record 3
Here is a single C7H13NO2S molecule from the Open Molecules 2025 dataset. Energies are from the ωB97M-V functional and the def2-TZVPD basis.

The geometry in XYZ format:
```
24
Properties=species:S:1:pos:R:3:forces:R:3
S 4.809881 0.370759 0.115114 -0.109 0.177 -0.048
O 4.700271 -0.890694 1.233517 0.590 -1.469 -1.483
O 2.900158 -1.267772 -1.278756 -0.348 -0.720 0.200
N 0.972690 -0.200127 -0.912646 -4.344 -0.413 1.025
C -2.080363 -0.615331 -1.057664 0.329 2.119 0.792
C 0.018262 2.038754 -0.482251 3.014 0.179 -1.613
C -1.316980 0.131019 0.125908 -1.907 -1.288 1.019
C 2.303991 -0.357955 -0.752221 1.420 0.117 -0.101
C -0.032563 0.713155 -0.369095 0.872 1.152 -0.494
C 3.038999 0.775583 -0.101937 -0.239 -0.126 1.031
C -1.100764 -0.823303 1.323499 -3.631 -0.153 1.399
H -1.972864 0.937017 0.580077 0.936 -0.532 -1.166
H -1.621813 -0.338826 -1.983977 -0.010 0.567 -0.762
H 0.459564 -1.082928 -0.914756 0.894 -0.198 -0.819
H -3.142254 -0.379827 -1.086208 0.056 0.073 0.041
H -1.001298 -1.829450 1.039183 0.434 -1.432 -0.712
H 2.698578 1.033256 0.935150 -0.240 -0.163 -1.111
H -0.216674 -0.530493 1.784894 1.368 0.447 1.502
H -2.047717 -0.963198 2.159503 2.614 1.049 -2.384
H -1.970037 -1.652121 -1.044356 0.139 -1.860 0.553
H 2.699528 1.551778 -0.821930 1.390 0.404 0.754
H -0.633582 2.688317 0.009998 -1.278 0.619 0.483
H 0.831604 2.574155 -1.075370 -0.979 -0.903 1.007
H 4.975137 -1.768481 0.768007 -0.970 2.353 0.887
```
Forces are in eV/Å.

Results
- relative energy (zero: lowest compared OMol25 entry of this formula, charge and spin) (kJ/mol) = 278.5
- DFT total energy (Ha) = -877.85445
- HOMO (eV) = -8.674
- Kohn-Sham gap (eV) = 9.35

natural (NBO) population analysis, charges in e, atoms 1 to 5: S 0.5193; O -0.8529; O -0.5854; N -0.6440; C -0.6133


Record 4
Here is 2 unconnected molecules or ions with the total composition C20H25N2O6 from the Open Molecules 2025 dataset. Energies are from the ωB97M-V functional and the def2-TZVPD basis.

The geometry in XYZ format:
```
53
Properties=species:S:1:pos:R:3:forces:R:3
O -0.952837 0.454871 3.916942 -0.722 -1.331 0.622
O 0.750420 -1.787482 -2.377400 1.215 0.156 0.171
O 4.205012 -0.064792 -1.397123 -0.162 -0.544 0.322
O 2.936449 -1.942008 -2.016538 0.353 0.189 0.386
O 3.256059 1.885105 -0.856537 0.298 -1.038 -0.525
O -2.308214 0.540016 2.051844 -0.165 -0.647 0.502
N 0.671662 1.251565 1.508150 1.170 -0.930 -0.143
N -4.748868 -0.826328 -1.339999 -1.053 0.174 -0.451
C -5.678908 -0.592589 -0.249292 0.352 0.044 -0.154
C 1.738353 -1.284462 -1.885298 -1.109 0.247 0.123
C 5.307048 -2.139559 -1.796783 -0.375 0.223 0.046
C -0.370692 1.936612 2.219706 -1.634 0.254 0.475
C -1.656851 1.205181 -1.657675 0.911 -0.067 0.594
C -5.146277 -1.907840 -2.224050 0.354 0.329 0.303
C -3.405910 -0.429437 -1.247128 1.362 0.171 0.277
C -1.118055 -0.913071 -0.603735 0.068 0.575 0.053
C -1.361011 0.821046 2.807187 1.053 2.106 -0.582
C -0.697743 0.355634 -1.053965 -1.122 -0.463 0.293
C 0.681058 0.788409 -0.839183 0.207 0.562 -1.608
C 1.776313 0.049754 -1.203662 1.077 -0.743 -0.078
C 3.850422 -1.846333 0.247368 0.045 -0.109 0.185
C 4.046111 -1.495285 -1.212032 -0.097 0.495 -0.863
C 0.288116 2.844531 3.290412 -0.184 -0.379 -0.267
C -2.448462 -1.281392 -0.657577 -0.400 0.291 -0.394
C 1.800233 2.735696 3.053729 -0.054 0.110 -0.421
C 3.109022 0.706239 -1.122360 -0.639 0.965 0.366
C -2.982754 0.826837 -1.750342 -0.578 -0.880 0.117
C 1.982474 1.535804 2.106433 0.531 -0.259 0.082
H -0.390636 -1.609566 -0.188427 -0.199 0.283 0.074
H -3.736635 1.473978 -2.209804 0.327 -0.213 0.138
H 5.402941 -1.878869 -2.855286 -0.068 -0.021 0.210
H 5.245905 -3.226410 -1.696571 -0.033 0.151 -0.013
H -1.315189 2.165077 -2.054770 -0.211 -0.205 0.210
H 0.861485 1.843866 -0.666021 -0.085 -0.229 -0.208
H -5.270576 0.160295 0.436195 -0.123 -0.232 -0.152
H 2.363620 0.666182 2.674952 -0.172 0.216 -0.189
H 3.800461 -2.937450 0.338505 -0.050 0.213 0.018
H 2.693340 1.767813 1.305646 0.004 -0.096 0.343
H -6.089415 -1.634350 -2.719979 0.117 -0.161 -0.012
H -5.314352 -2.843244 -1.663913 0.033 -0.040 -0.151
H -0.957402 2.540225 1.515478 0.053 0.069 -0.070
H -6.635442 -0.239958 -0.663704 0.064 -0.015 0.193
H -0.079905 3.865974 3.155180 0.137 -0.041 0.177
H 0.524737 0.245676 1.428732 -0.170 0.404 0.530
H 2.357140 2.585242 3.984280 -0.039 0.128 -0.181
H 2.933543 -1.409572 0.658781 0.219 -0.060 -0.078
H 0.040515 2.491708 4.297250 -0.153 -0.028 -0.340
H 2.161414 3.643510 2.558524 0.130 -0.100 0.151
H 4.715820 -1.486863 0.815869 -0.225 -0.029 -0.060
H 6.185155 -1.775880 -1.256044 -0.150 -0.032 -0.056
H -4.372282 -2.072582 -2.983615 -0.230 0.014 0.177
H -5.875184 -1.525198 0.309374 0.027 0.188 0.066
H -2.771211 -2.236332 -0.231731 0.096 0.332 -0.208
```
Forces are in eV/Å.

Results
- relative energy (zero: lowest compared OMol25 entry of this formula, charge and spin) (kJ/mol) = 0.0
- DFT total energy (Ha) = -1338.10941
- HOMO (eV) = -4.091
- charge = -1
- Kohn-Sham gap (eV) = 6.53

natural (NBO) population analysis, charges in e, atoms 1 to 5: O -0.7766; O -0.5787; O -0.5310; O -0.5315; O -0.6026


M / Da: 803.91, 85.11, 175.25, 389.43
Max |F| / eV/A: 1.8, 13.7, 4.5, 2.4